1.
C22H23Cl3GeN6O2PtS | ωB97M-V/def2-TZVPD

Charge   +1
Kohn-Sham gap (alpha / beta)   4.25 / 6.59 eV
HOMO level (alpha / beta)   -8.34 / -10.68 eV
<S²>   0.78
Multiplicity   2
LUMO energy (alpha / beta)   -4.1 / -4.1 eV
Energy   -5305.8928 Eh
Energy above the lowest of the compared OMol25 structures with the same formula, charge and spin   0.9536 eV

Last column: Löwdin spin population.
CARTESIAN COORDINATES (ANGSTROEM)
Pt1 0.86 1.56 0.20  0.03
C1 1.76 6.56 1.39  0.00
C2 2.47 5.57 0.56  0.00
N1 3.54 5.77 -0.14  0.00
N2 3.80 4.57 -0.74  0.00
C3 2.92 3.62 -0.44  0.00
S1 2.81 2.00 -0.92  0.00
N3 2.07 4.25 0.41  0.00
N4 0.93 3.61 0.92  0.00
H1 2.26 7.52 1.31  0.00
H2 1.75 6.26 2.44  0.00
H3 0.72 6.67 1.06  0.00
H4 4.59 4.48 -1.36  0.00
H5 0.10 4.04 0.50  0.00
H6 0.86 3.74 1.93  0.00
C4 -0.18 -0.79 4.39  0.00
C5 0.09 0.02 3.16  0.00
N5 1.22 0.51 2.85  0.00
O1 2.21 0.19 3.72  0.00
C6 -1.05 0.33 2.25  0.00
C7 -2.40 -0.17 2.67  0.00
N6 -0.88 1.03 1.18  0.00
O2 -2.03 1.34 0.46  0.00
H7 0.75 -1.05 4.88  0.00
H8 -0.71 -1.71 4.15  0.00
H9 -0.80 -0.22 5.09  0.00
H10 3.01 0.56 3.32  0.00
H11 -2.70 0.30 3.60  0.00
H12 -2.35 -1.24 2.84  0.00
H13 -3.15 0.03 1.91  0.00
Cl1 -1.95 3.36 2.81  0.00
Ge1 -2.93 2.81 0.95  0.00
Cl2 -4.91 3.42 1.29  0.00
Cl3 -2.20 4.20 -0.51  0.00
C8 0.66 -0.14 -0.71  0.19
C9 0.39 -1.19 -1.27  0.05
C10 -0.05 -2.38 -1.86  0.34
C11 -1.39 -2.85 -1.53  0.02
C12 -2.38 -1.94 -1.13  0.06
C13 -3.65 -2.38 -0.79  -0.01
C14 -3.96 -3.74 -0.83  0.07
C15 -2.98 -4.65 -1.20  -0.01
C16 -1.71 -4.22 -1.55  0.06
C17 0.84 -3.10 -2.78  0.02
C18 0.33 -3.82 -3.87  0.06
C19 1.18 -4.45 -4.75  -0.01
C20 2.56 -4.40 -4.56  0.06
C21 3.08 -3.68 -3.49  -0.01
C22 2.23 -3.03 -2.61  0.05
H14 -2.15 -0.89 -1.11  0.00
H15 -4.41 -1.67 -0.51  0.00
H16 -4.95 -4.08 -0.57  0.00
H17 -3.21 -5.71 -1.21  0.00
H18 -0.95 -4.94 -1.81  0.00
H19 -0.74 -3.84 -4.04  0.00
H20 0.78 -4.99 -5.60  0.00
H21 3.22 -4.90 -5.25  0.00
H22 4.15 -3.64 -3.33  0.00
H23 2.62 -2.46 -1.78  0.00

---

2.
C22H23F2OSi | ωB97M-V/def2-TZVPD

Charge   +1
Kohn-Sham gap   6.14 eV
HOMO level   -11.30 eV
LUMO energy   -5.2 eV
Energy   -1416.2912 Eh
Energy above the lowest of the compared OMol25 structures with the same formula, charge and spin   0.0000 eV

Last column: natural (NBO) charge in e.
CARTESIAN COORDINATES (ANGSTROEM)
F1 5.38 0.71 1.81  -0.32
C1 4.07 0.47 2.15  0.40
C2 3.80 -0.10 3.39  -0.27
C3 2.47 -0.38 3.72  -0.19
C4 1.38 -0.07 2.87  -0.03
C5 0.01 -0.50 3.40  -0.42
C6 -1.36 0.01 2.93  -0.04
C7 -2.42 -0.36 3.77  -0.19
C8 -3.74 -0.06 3.45  -0.27
C9 -4.00 0.50 2.21  0.39
F2 -5.32 0.68 1.85  -0.32
C10 -2.99 0.86 1.34  -0.27
C11 -1.65 0.56 1.68  -0.20
C12 1.72 0.35 1.56  -0.21
C13 3.04 0.71 1.24  -0.28
H1 4.61 -0.36 4.07  0.24
H2 2.29 -0.95 4.62  0.21
H3 0.06 -0.52 4.51  0.24
H4 -2.21 -0.94 4.66  0.22
H5 -4.53 -0.28 4.15  0.24
H6 -3.24 1.35 0.41  0.24
H7 -0.89 0.74 0.93  0.21
H8 1.00 0.27 0.75  0.20
H9 3.30 1.10 0.26  0.24
C14 -6.06 -5.59 -1.95  -0.27
O1 -5.74 -4.56 -0.97  -0.47
C15 -4.42 -4.43 -0.61  0.37
C16 -4.07 -3.45 0.35  -0.24
C17 -2.76 -3.32 0.75  -0.15
C18 -1.74 -4.13 0.19  -0.71
Si1 0.06 -4.09 0.55  2.01
H10 -0.01 -1.52 3.13  0.19
C19 0.73 -5.37 1.75  -1.20
C20 1.17 -3.13 -0.63  -1.20
C21 -2.10 -5.08 -0.78  -0.09
C22 -3.41 -5.25 -1.18  -0.33
H11 -7.15 -5.54 -2.11  0.22
H12 -5.54 -5.39 -2.91  0.19
H13 -5.79 -6.59 -1.58  0.19
H14 -4.87 -2.82 0.76  0.25
H15 -2.53 -2.58 1.50  0.23
H16 0.05 -5.52 2.61  0.29
H17 0.80 -6.32 1.19  0.30
H18 1.73 -5.11 2.17  0.28
H19 0.67 -2.21 -0.98  0.29
H20 2.13 -2.83 -0.19  0.29
H21 1.34 -3.80 -1.49  0.29
H22 -1.35 -5.73 -1.23  0.20
H23 -3.68 -6.00 -1.92  0.24

---

3.
C22H23F4N3OTl | ωB97M-V/def2-TZVPD

Charge   +1
Kohn-Sham gap   7.38 eV
HOMO level   -10.46 eV
LUMO energy   -3.1 eV
Energy   -1663.3115 Eh
Energy above the lowest of the compared OMol25 structures with the same formula, charge and spin   0.0000 eV

Last column: Löwdin charge in e.
CARTESIAN COORDINATES (ANGSTROEM)
Tl1 0.74 0.22 -0.30  1.21
C1 2.24 -0.88 -2.88  -0.06
N1 0.91 -1.15 -2.31  -0.34
C2 0.72 -2.59 -2.16  -0.08
C3 -0.16 -0.59 -3.16  -0.19
C4 -0.20 0.92 -3.16  -0.23
N2 -0.32 1.41 -1.80  -0.11
C5 -0.55 2.74 -1.56  -0.18
C6 -0.75 3.16 -0.23  -0.15
F1 -0.68 2.21 0.75  0.02
C7 -1.01 4.46 0.13  -0.22
F2 -1.18 4.73 1.43  0.11
C8 -1.10 5.46 -0.81  0.08
C9 -0.91 5.09 -2.12  -0.21
F3 -0.98 6.01 -3.09  0.11
C10 -0.64 3.78 -2.50  -0.14
F4 -0.45 3.55 -3.81  0.09
H1 2.34 -1.36 -3.86  0.11
H2 3.01 -1.26 -2.20  0.10
H3 2.39 0.19 -2.99  0.09
H4 0.71 -3.09 -3.14  0.11
H5 -0.23 -2.80 -1.66  0.09
H6 1.54 -3.01 -1.58  0.09
H7 -1.11 -0.98 -2.76  0.12
H8 -0.05 -0.98 -4.18  0.14
H9 -1.05 1.22 -3.78  0.13
H10 0.69 1.31 -3.67  0.12
H11 -1.31 6.48 -0.53  0.14
O1 1.02 -2.21 1.21  -0.10
C11 0.06 -1.95 2.21  -0.16
C12 -1.25 -1.49 1.62  -0.23
C13 -2.46 -1.88 2.18  0.01
C14 -3.65 -1.41 1.64  -0.01
C15 -3.59 -0.56 0.55  -0.01
C16 -2.36 -0.21 0.04  -0.10
N3 -1.21 -0.67 0.57  0.03
H12 0.94 -3.12 0.91  0.11
H13 0.46 -1.16 2.85  0.14
H14 -0.12 -2.82 2.84  0.14
H15 -2.46 -2.55 3.03  0.13
H16 -4.60 -1.70 2.06  0.12
H17 -4.49 -0.16 0.09  0.12
H18 -2.24 0.46 -0.80  0.11
C17 5.19 1.65 1.20  -0.06
C18 4.45 2.42 0.33  -0.07
C19 3.18 2.00 -0.07  -0.13
C20 2.66 0.81 0.42  -0.28
C21 3.41 0.03 1.30  -0.12
C22 4.67 0.46 1.69  -0.07
H19 6.18 1.98 1.51  0.11
H20 4.85 3.35 -0.05  0.11
H21 2.60 2.62 -0.75  0.10
H22 3.02 -0.90 1.67  0.08
H23 5.25 -0.14 2.38  0.11